[1]
Below is a 7-piece molecular cluster, C46H31F7NO15 overall at a distorted geometry, with properties calculated with the ωB97M-V functional and the def2-TZVPD basis.

Cartesian coordinates (Å):
C  2.136  8.652  -1.771
C  2.056  -0.840  1.767
C  -2.458  -4.978  -2.722
C  -6.884  -1.769  3.525
H  1.071  8.660  -1.571
C  1.747  -0.509  3.172
C  5.530  3.178  -3.194
C  4.987  1.029  -5.881
C  1.867  -5.116  6.653
H  -6.479  7.262  2.513
F  -0.228  -3.583  -4.763
H  5.986  8.421  -2.562
H  -6.989  -2.072  4.559
O  -5.717  -6.392  -2.916
H  1.071  -1.211  5.057
C  4.278  0.930  -4.421
C  -4.631  6.296  1.857
H  -4.440  3.027  0.759
C  -6.531  -2.627  2.563
C  -4.048  -3.778  -1.173
H  -3.297  -6.574  -3.841
O  1.135  -8.341  7.967
O  -6.068  -2.975  0.279
H  1.250  -4.196  1.888
H  3.862  2.375  -0.735
C  -3.448  -5.788  -3.110
H  2.663  -7.332  9.807
H  -6.556  -0.466  -0.174
O  -1.778  -3.174  -1.367
C  -2.685  -3.914  -1.724
C  -6.852  5.256  1.931
H  5.161  -1.004  -7.039
F  6.359  -1.082  -5.142
C  -4.067  5.033  1.341
C  4.921  8.429  -2.361
C  1.851  -2.237  1.337
F  1.856  -3.663  -3.580
C  -4.810  -5.652  -2.559
C  5.842  -0.343  -6.317
H  -1.453  -5.064  -3.117
H  -3.002  5.025  1.140
N  2.445  -0.465  -2.830
F  3.870  1.205  -6.884
C  -7.152  -0.348  3.225
H  1.903  0.520  3.471
H  2.018  0.244  -0.634
O  -3.925  7.277  2.046
H  1.742  -1.255  -2.712
O  0.685  -3.686  4.370
F  1.737  -4.214  -5.959
C  2.700  7.390  -2.287
H  2.082  -2.464  0.303
C  -6.288  3.994  1.415
C  2.908  9.724  -1.566
C  2.733  -4.580  7.722
O  5.126  4.542  -3.670
C  -6.661  -0.770  0.860
H  -4.198  -2.992  -0.442
O  1.995  6.409  -2.477
H  3.637  -5.044  9.658
H  -7.917  5.264  2.131
H  0.707  -6.752  5.958
C  4.150  7.357  -2.566
F  7.037  0.087  -7.124
C  3.178  -0.308  -4.181
O  2.467  0.011  0.989
O  6.802  2.995  -2.834
H  2.999  -1.148  -6.410
C  2.806  -1.452  -5.298
F  5.908  2.153  -6.114
H  -6.331  -3.672  2.766
C  -5.037  -4.588  -1.561
O  5.063  10.672  -1.656
C  -6.393  -2.190  1.159
C  -4.838  3.961  1.136
O  -7.477  0.436  4.106
H  1.682  -4.464  5.809
H  2.510  10.658  -1.189
C  3.000  -5.452  8.883
C  3.699  1.692  -1.675
C  2.636  0.440  -1.636
H  4.148  4.509  -3.958
C  -6.080  6.328  2.136
O  1.365  -1.863  -5.229
C  1.344  -6.344  6.733
C  1.405  -3.166  2.187
H  -7.213  1.134  1.618
H  -6.042  -4.502  -1.167
C  -7.014  0.089  1.822
C  1.250  -3.291  -4.887
O  3.209  -3.455  7.649
C  1.612  -7.216  7.894
C  2.477  -6.679  8.963
C  4.357  9.691  -1.845
O  -6.994  3.013  1.225
C  4.505  1.906  -3.124
C  1.096  -2.835  3.593
C  1.301  -1.438  4.023
H  3.509  -2.383  -5.065
H  4.548  6.423  -2.943

## Properties
2S+1: 1
Max |F|: 9.2 eV Å⁻¹
Net charge: +1
Orbital gap: 5.87 eV


[2]
Below is C46H31N4NiO2 as an isolated structure at a distorted geometry, with properties calculated with the ωB97M-V functional and the def2-TZVPD basis.

Cartesian coordinates (Å):
H  2.136  -1.931  -3.753
H  -5.442  -5.187  -2.013
H  3.611  4.189  2.198
C  -1.905  2.505  -0.884
C  -1.182  -0.229  2.848
C  -5.125  -5.314  0.100
C  3.752  4.096  4.334
H  2.540  1.602  6.260
C  4.068  0.428  1.101
H  -1.638  -0.675  4.925
H  -5.343  5.334  -2.308
N  2.024  -0.021  0.205
H  5.626  -4.007  -5.086
H  3.731  3.765  6.450
C  3.372  3.625  3.088
C  -2.567  -0.956  -0.519
C  -3.778  0.831  -1.118
C  -3.583  5.395  -3.517
C  -2.289  4.927  -3.674
C  -0.801  -0.278  4.358
C  1.285  -2.424  -1.127
H  -4.419  3.713  -0.705
C  0.996  2.509  1.158
O  -0.176  -0.307  2.096
C  3.499  -2.501  -2.206
C  -4.339  4.957  -2.443
C  3.831  -2.952  -4.561
C  0.937  -3.774  -1.400
H  1.618  -4.517  -1.778
C  -3.919  -3.832  -1.356
C  5.467  -3.670  -2.971
C  -0.723  2.798  -0.168
H  -4.757  -1.113  -0.888
C  2.691  2.421  2.971
C  3.070  -2.431  -3.536
C  2.602  -1.902  -1.211
H  -2.870  -3.473  1.829
C  -0.397  4.073  0.366
C  -2.175  -2.285  -0.431
H  0.080  -0.897  4.493
H  5.058  -3.220  -0.923
C  -0.375  -3.929  -1.032
C  -4.395  -4.838  1.177
H  6.398  -4.176  -2.751
C  2.415  1.689  4.126
N  0.155  1.874  0.289
H  -0.585  0.737  4.684
H  -0.929  4.979  0.142
H  -3.999  6.095  -4.226
H  -4.582  -5.229  2.169
H  -0.991  -4.809  -1.084
Ni  0.133  0.009  0.001
C  -4.879  -4.812  -1.168
C  -3.823  4.039  -1.545
C  2.780  2.169  5.370
C  -3.194  -3.343  -0.276
C  4.714  -3.129  -1.942
C  2.680  0.760  1.112
H  -1.694  5.252  -4.516
C  -0.829  -2.658  -0.598
C  0.645  3.880  1.235
C  -2.420  1.207  -0.858
C  -2.528  3.549  -1.705
H  3.488  -2.868  -5.583
C  3.446  3.380  5.479
H  1.884  0.754  4.030
N  0.206  -1.765  -0.635
C  2.948  -0.830  -0.383
H  1.138  4.620  1.834
H  -5.883  -6.073  0.246
C  -3.434  -3.861  0.992
C  5.035  -3.582  -4.284
H  4.812  0.896  1.718
H  5.168  -0.931  -0.220
H  -3.726  -3.441  -2.345
C  4.247  -0.492  0.112
H  -0.757  3.650  -2.899
O  -2.364  -0.127  2.565
H  -4.544  1.516  -1.430
C  2.132  1.892  1.716
N  -1.703  0.106  -0.516
C  -3.882  -0.493  -0.843
H  4.289  5.032  4.411
C  -1.762  4.028  -2.771

## Properties
2S+1: 1
Max |F|: 1.8 eV Å⁻¹
Net charge: -1
Orbital gap (alpha / beta): 5.24 / 5.24 eV